(1)
ORCA calculation (ωB97M-V/def2-TZVPD) on a 2-piece molecular cluster, C6H14N2O2 overall at a distorted geometry.

Properties
* 2S+1: 1
* orbital gap: 10.2 eV
* largest force on an atom: 1.943 eV/A
* calculated total energy: -13524.7752 eV
* LUMO: 0.47 eV
* HOMO: -9.69 eV
* SMILES string: CNC(C)=O.CNC(C)=O
* charge: 0

```
24
Properties=species:S:1:pos:R:3:lowdin_charge:R:1
C 0.575 -2.648 -0.830 -0.014
C -1.012 0.306 -2.546 -0.066
C 0.399 -1.627 -1.913 -0.542
O 0.967 -1.648 -2.977 0.079
N -0.443 -0.589 -1.527 -0.026
H 1.339 -3.403 -1.006 0.084
H -1.152 -0.850 -0.857 0.111
H -1.332 1.220 -2.064 0.076
H 0.783 -2.201 0.152 0.077
H -0.276 -3.264 -0.524 0.083
H -0.208 0.512 -3.249 0.080
H -1.782 -0.191 -3.137 0.087
C 1.991 1.522 1.241 -0.060
C -1.602 0.820 2.146 -0.008
C -0.226 1.417 2.220 -0.569
O 0.081 2.288 3.005 0.055
N 0.680 0.874 1.360 0.001
H 0.323 0.429 0.547 0.072
H 2.370 1.588 2.257 0.083
H -1.653 -0.163 1.665 0.064
H 2.697 0.948 0.655 0.078
H 1.830 2.519 0.835 0.086
H -2.126 0.733 3.091 0.083
H -2.224 1.408 1.458 0.086
```

(2)
ORCA calculation (ωB97M-V/def2-TZVPD) on a 2-piece molecular cluster, C6H14N2O2 overall at a distorted geometry.

Properties
* 2S+1: 2
* orbital gap (alpha / beta): 10.1 / 4.6 eV
* largest force on an atom: 1.717 eV/A
* calculated total energy: -13516.0927 eV
* LUMO (alpha / beta): -3.19 / -8.69 eV
* HOMO (alpha / beta): -13.33 / -13.29 eV
* charge: +1

```
24
Properties=species:S:1:pos:R:3:lowdin_charge:R:1
C 2.420 -0.781 1.606 0.009
C 0.987 2.495 0.378 -0.056
C 1.772 0.180 0.662 -0.540
O 1.458 -0.109 -0.492 0.009
N 1.549 1.413 1.169 0.012
H 2.896 -1.573 1.069 0.082
H 1.770 1.605 2.130 0.141
H -0.054 2.674 0.662 0.079
H 3.190 -0.338 2.228 0.090
H 1.670 -1.274 2.224 0.091
H 1.540 3.415 0.539 0.092
H 1.017 2.182 -0.667 0.080
C -2.688 -1.306 0.578 0.033
C -0.727 -0.217 -2.466 0.022
C -1.538 -1.116 -1.609 -0.425
O -1.980 -2.203 -1.936 0.212
N -1.726 -0.687 -0.301 0.211
H -1.313 0.202 -0.017 0.169
H -3.659 -1.372 0.083 0.134
H 0.301 -0.584 -2.392 0.099
H -2.361 -2.345 0.760 0.142
H -2.734 -0.756 1.513 0.112
H -0.993 -0.348 -3.509 0.108
H -0.797 0.840 -2.211 0.095
```

(3)
ORCA calculation (ωB97M-V/def2-TZVPD) on a 2-piece molecular cluster, C6H14N2O2 overall at a distorted geometry.

Properties
* 2S+1: 2
* orbital gap (alpha / beta): 10.0 / 4.5 eV
* largest force on an atom: 7.424 eV/A
* calculated total energy: -13513.5790 eV
* LUMO (alpha / beta): -3.53 / -9.03 eV
* HOMO (alpha / beta): -13.51 / -13.51 eV
* charge: +1

```
24
Properties=species:S:1:pos:R:3:lowdin_charge:R:1
C 1.938 -1.608 -0.031 0.022
C 1.707 2.213 -0.854 -0.020
C 1.835 -0.035 0.030 -0.581
O 2.205 0.497 1.070 0.023
N 1.533 0.670 -1.072 0.013
H 2.918 -2.015 -0.087 0.070
H 1.611 0.369 -2.092 0.175
H 0.846 2.881 -0.807 0.074
H 1.734 -2.012 1.105 0.153
H 1.497 -2.207 -0.655 -0.012
H 2.178 2.345 0.134 0.080
H 2.448 2.511 -1.583 0.080
C -2.185 -0.536 -1.712 -0.040
C -1.078 0.219 1.843 0.109
C -1.946 -0.399 0.700 -0.359
O -2.637 -1.338 0.976 0.307
N -1.743 0.189 -0.561 0.106
H -0.848 0.732 -0.699 0.155
H -1.376 -1.292 -2.013 0.137
H -1.207 -0.275 2.713 0.069
H -3.231 -0.968 -1.558 0.140
H -2.100 0.188 -2.584 0.130
H -0.042 0.093 1.430 0.086
H -1.127 1.239 1.891 0.081
```